C37H50F3IrN4O3P2S2Si2 | the ωB97M-V functional and the def2-TZVPD basis

Geometry as XYZ:
```
104
Properties=species:S:1:pos:R:3:forces:R:3
Ir -0.28172 0.73163 -1.30944 1.4888 0.5035 0.6663
C -1.75372 -3.10946 -2.55223 -0.0759 0.2007 0.1444
Si -2.72369 -1.66367 -1.84344 -0.0225 -0.1006 0.0648
C -3.40450 -0.60672 -3.23258 0.1264 -0.0352 0.2186
C -4.19669 -2.36265 -0.89344 0.1679 0.1462 -0.0835
N -1.73545 -0.69791 -0.77145 -0.3463 -0.0769 -0.2525
P -1.50956 -0.46821 0.82024 -0.2753 -0.0322 0.0895
C -0.34054 0.77368 0.75493 -0.0424 -0.4472 0.1468
P 1.36877 0.70859 0.90883 0.3248 0.3129 -0.1462
N 1.82211 1.23316 -0.55995 -0.1772 -0.1079 0.1699
Si 3.44661 1.13164 -1.23209 -0.0246 0.0329 -0.1310
C 3.87951 -0.59078 -1.85204 0.0752 0.1586 0.2169
C 4.78399 1.50832 0.05150 -0.2188 -0.0752 -0.0494
C 3.58756 2.46261 -2.55123 -0.0861 -0.0706 0.2430
C 1.92394 1.76288 2.29241 -0.1579 -0.0432 -0.0493
C 1.74422 1.33741 3.60673 -0.0942 -0.0800 0.0423
C 2.02990 2.17534 4.67040 0.0292 0.0748 0.0353
C 2.49725 3.46165 4.43169 -0.0163 -0.0245 -0.0064
C 2.66950 3.89971 3.12820 0.0153 0.0378 0.0380
C 2.38073 3.05470 2.06689 0.1397 -0.0392 -0.0345
C 2.16053 -0.89639 1.24687 -0.1128 -0.0185 -0.0803
C 1.78238 -1.95762 0.42586 -0.0700 0.0310 -0.0462
C 2.40438 -3.18663 0.52771 0.0259 -0.0295 0.0147
C 3.42225 -3.37200 1.45238 -0.0264 -0.0519 -0.0328
C 3.81649 -2.32210 2.26281 0.0663 -0.0335 0.0418
C 3.19184 -1.08954 2.15801 0.0326 0.1156 0.0820
C -1.13406 -1.96348 1.78227 -0.0563 0.0754 -0.1239
C -0.78401 -1.80479 3.12056 0.0036 0.0889 -0.0033
C -0.47350 -2.90457 3.89681 0.0264 -0.0387 0.0757
C -0.53506 -4.17920 3.34852 0.0177 -0.0253 0.0188
C -0.90085 -4.34524 2.02440 0.0165 -0.0205 -0.0032
C -1.19288 -3.23745 1.24190 0.0686 -0.0099 -0.0891
C -3.02690 0.07266 1.68981 0.0641 0.0904 -0.1103
C -3.23376 1.43058 1.89601 0.2683 0.0487 0.0320
C -4.40140 1.89224 2.48315 0.0243 -0.0057 0.0278
C -5.37648 0.99178 2.87750 -0.0326 -0.0805 0.0114
C -5.17042 -0.37220 2.69817 -0.0706 0.1332 0.0410
C -4.00147 -0.82699 2.11567 0.0388 -0.0840 -0.0338
H -2.30827 -3.57756 -3.36419 -0.1016 -0.0277 -0.1166
H -1.55922 -3.88303 -1.80975 -0.0033 -0.0650 0.0668
H -0.79803 -2.77256 -2.94481 0.0766 0.0346 -0.0167
H -4.29523 -1.06778 -3.65544 -0.1001 -0.1197 -0.0417
H -2.69408 -0.46351 -4.04014 0.1393 0.0255 -0.0924
H -3.67520 0.37878 -2.86017 -0.0901 0.0855 0.0400
H -4.81793 -2.94816 -1.57016 -0.0436 -0.0614 -0.1207
H -4.81580 -1.56896 -0.47910 -0.0860 0.0962 0.0363
H -3.90648 -3.01946 -0.07656 0.0795 -0.0961 0.1181
H 4.39495 -1.13781 -1.05937 0.0273 -0.0352 0.0545
H 4.54565 -0.52273 -2.70912 0.1207 0.0308 -0.0957
H 3.02166 -1.17284 -2.16137 -0.1416 -0.0565 -0.0286
H 4.89494 0.70348 0.77603 -0.0197 -0.0989 0.0911
H 4.64764 2.43532 0.59854 -0.0642 0.1980 0.0566
H 5.73058 1.58778 -0.48226 0.1353 -0.0228 -0.1194
H 2.63361 2.67507 -3.02547 -0.1386 -0.0467 -0.0541
H 4.28482 2.17518 -3.33315 0.1310 -0.0600 -0.0938
H 3.95192 3.38354 -2.09090 0.0152 0.0687 0.0128
H 1.37794 0.33754 3.80515 -0.0234 -0.0483 -0.0090
H 1.89072 1.82746 5.68561 -0.0032 -0.0070 0.0100
H 2.72499 4.11938 5.25909 0.0085 0.0197 0.0365
H 3.03025 4.90131 2.93613 0.0195 0.0287 -0.0091
H 2.50101 3.40062 1.04988 0.1664 -0.0249 -0.0458
H 1.00817 -1.82026 -0.32140 -0.0421 0.0239 -0.0513
H 2.10323 -3.99570 -0.12214 -0.0232 -0.0492 -0.0426
H 3.91237 -4.33190 1.53133 0.0361 -0.0596 0.0068
H 4.62001 -2.45653 2.97382 0.0339 -0.0028 0.0309
H 3.52986 -0.27409 2.78187 0.0103 0.0237 0.0107
H -0.75678 -0.81365 3.55663 -0.0029 0.0878 0.0227
H -0.18785 -2.77312 4.93203 0.0037 0.0048 0.0217
H -0.29566 -5.04052 3.95560 0.0151 -0.0474 0.0398
H -0.94565 -5.33531 1.59261 -0.0076 -0.0479 -0.0214
H -1.43684 -3.36799 0.19894 -0.0481 0.0110 -0.0882
H -2.43713 2.10930 1.61092 -0.0832 -0.1025 0.0509
H -4.54688 2.95306 2.64070 -0.0165 0.0541 0.0103
H -6.28853 1.34691 3.33860 -0.0273 -0.0061 0.0118
H -5.92036 -1.08016 3.02130 -0.0426 -0.0355 0.0181
H -3.84953 -1.89127 2.00142 0.0346 -0.0594 -0.0298
C -1.77958 4.60396 1.44635 -0.0734 -0.0129 0.0445
N -1.40699 3.97758 0.19161 -0.0951 0.0060 -0.1835
C 0.01854 4.01601 -0.07806 -0.0442 -0.1944 -0.0223
C -2.27080 3.31651 -0.57651 0.1186 -0.0473 0.0701
S -1.84235 2.18517 -1.79058 -1.0505 0.3149 0.0469
N -3.60172 3.61467 -0.42627 0.3078 0.1237 -0.3358
C -4.02710 4.99996 -0.59495 0.0020 0.0435 0.1119
C -4.61479 2.66824 -0.86301 -0.0706 -0.1459 -0.0479
H -1.07773 4.26596 2.21140 -0.0277 -0.0009 0.0406
H -2.79201 4.31503 1.72207 0.0703 0.0556 0.0075
H -1.71689 5.69105 1.37254 -0.0086 0.0473 0.0415
H 0.34004 5.05894 -0.06806 0.0689 0.0361 0.0392
H 0.24698 3.56272 -1.03951 -0.0137 0.0786 0.0804
H 0.53082 3.45615 0.70621 -0.1439 0.1175 -0.2430
H -3.24805 5.68921 -0.29309 0.0665 0.0515 -0.0014
H -4.91389 5.18788 0.00919 -0.0279 0.0180 0.0236
H -4.26963 5.18806 -1.64515 -0.0344 0.0182 -0.0010
H -4.31213 1.65837 -0.59700 -0.0412 0.0070 -0.0548
H -4.79342 2.72123 -1.94104 -0.0157 -0.0046 0.0194
H -5.53711 2.91315 -0.33464 -0.0280 -0.0265 -0.0109
F 0.74309 -0.60955 -6.48501 -0.0478 0.0206 0.1595
C 0.00145 -0.53861 -5.37826 -0.0006 0.0735 -0.1626
F -0.98788 0.33543 -5.60405 0.1020 -0.0462 0.0806
F -0.55373 -1.73797 -5.17697 0.0726 0.0487 0.0541
S 1.05309 -0.00881 -3.90946 -0.2381 -0.1756 0.1665
O 0.78654 -0.99214 -2.86205 0.1157 -0.4525 -0.3975
O 2.38271 0.02532 -4.42927 0.0348 0.2029 -0.1574
O 0.46296 1.27858 -3.49568 -0.0561 -0.2891 -0.1830
```
Positions in Å, forces in eV/Å.

## Properties
ΔE to the lowest compared entry with this formula, charge and spin, eV: 0.906
Highest occupied orbital energy, eV: -7.0734
LUMO energy, eV: -0.131